No. 1
{"formula": "C30H44BrClEuN2P2", "method": "the ωB97M-V functional and the def2-TZVPD basis", "spin_multiplicity": 8, "total_charge": 2, "e_homo_ev": [-11.864, -11.861], "de_lowest_ev": 0.0000, "lumo_energy_ev": [-7.3, -7.2], "orbital_gap_ev": [4.593, 4.633], "s_squared": 15.7600, "symbols": ["N", "C", "C", "C", "C", "C", "C", "Eu", "P", "C", "C", "C", "C", "C", "C", "C", "Br", "H", "H", "H", "H", "H", "H", "H", "H", "H", "H", "P", "C", "C", "H", "H", "H", "H", "H", "C", "C", "H", "H", "H", "H", "H", "C", "C", "H", "H", "H", "H", "H", "C", "C", "H", "H", "H", "H", "H", "C", "C", "H", "H", "H", "H", "H", "C", "C", "H", "H", "H", "H", "H", "Cl", "C", "C", "C", "C", "N", "C", "H", "H", "H", "H"], "xyz": [[6.846206, -0.119670, 2.170191], [6.510983, -1.256532, 1.557109], [5.567010, -1.290880, 0.518284], [4.940944, -0.085066, 0.138215], [5.301264, 1.100999, 0.821469], [6.285936, 1.033801, 1.818672], [3.971052, -0.035073, -0.962317], [1.943459, -1.122114, -1.938201], [-1.599059, -0.010866, -3.973326], [2.897956, 0.870325, -0.942208], [2.002650, 1.106658, 0.188324], [1.278590, 2.327152, 0.213316], [0.166438, 2.478642, 1.016893], [-0.289015, 1.373983, 1.780275], [0.583308, 0.278025, 1.985901], [1.728824, 0.151846, 1.201704], [-1.169356, 0.097470, -0.656091], [4.295711, -0.484127, -1.921761], [2.705081, 1.503017, -1.830593], [5.320344, -2.241316, 0.045252], [4.846627, 2.059565, 0.572346], [7.016447, -2.169414, 1.900056], [6.608677, 1.945950, 2.325069], [1.598478, 3.117308, -0.469683], [2.407162, -0.699096, 1.340093], [-0.403397, 3.410679, 1.032498], [0.304539, -0.487157, 2.722885], [-1.934331, 1.428306, 2.560284], [0.131533, -0.566618, -3.939685], [0.686400, -0.751928, -5.368524], [0.090518, -1.549712, -3.420057], [0.718584, 0.233098, -3.415502], [1.514147, -1.475520, -5.378242], [-0.099199, -1.131007, -6.038570], [1.071457, 0.188639, -5.786775], [-1.435647, 1.735248, -3.498786], [-2.730687, 2.515933, -3.691891], [-0.636103, 2.140910, -4.138366], [-1.105597, 1.739981, -2.444673], [-2.588529, 3.545107, -3.350527], [-3.017416, 2.553834, -4.748863], [-3.559546, 2.082463, -3.123477], [-2.909073, -0.758180, -2.914073], [-3.996793, -1.468728, -3.731625], [-3.376514, 0.029767, -2.305007], [-2.437730, -1.470082, -2.222733], [-4.737396, -1.909556, -3.054156], [-4.523187, -0.776225, -4.400939], [-3.564004, -2.275301, -4.334365], [-2.681000, -0.211734, 2.472040], [-4.167385, -0.250241, 2.823763], [-2.099138, -0.865171, 3.139684], [-2.499800, -0.553872, 1.442479], [-4.334498, -0.110266, 3.900544], [-4.744642, 0.502533, 2.274883], [-4.583916, -1.229361, 2.556438], [-2.880084, 2.626297, 1.600833], [-2.845325, 4.060667, 2.134109], [-3.910500, 2.245692, 1.568744], [-2.494525, 2.576571, 0.573069], [-3.432465, 4.161523, 3.055351], [-1.828068, 4.416195, 2.340202], [-3.282843, 4.735178, 1.389005], [-1.907094, 1.945456, 4.281884], [-1.372451, 0.925694, 5.281829], [-2.953382, 2.204141, 4.509947], [-1.330116, 2.880141, 4.325068], [-0.276638, 0.900113, 5.276709], [-1.703977, 1.215233, 6.286319], [-1.743448, -0.085785, 5.086597], [3.247864, -6.376910, 1.152131], [2.156960, -5.219747, 0.517248], [0.799668, -5.257775, 0.871977], [-0.059716, -4.294614, 0.346477], [0.475546, -3.303095, -0.477904], [1.777634, -3.284076, -0.818435], [2.633046, -4.238023, -0.362881], [0.443335, -6.029477, 1.542908], [-1.129388, -4.294170, 0.551771], [-0.173236, -2.498097, -0.863073], [3.671835, -4.207556, -0.687538]], "forces_ev_per_angstrom": [[0.33, -0.10, 0.23], [-0.39, 0.26, -0.40], [0.26, 0.43, 0.40], [0.22, -0.87, 1.03], [0.05, -0.42, -0.04], [-0.67, -0.38, -0.68], [-0.14, 2.76, 0.28], [-2.33, -1.46, -0.46], [-2.02, 0.85, -2.46], [2.49, 0.16, 0.60], [-0.35, 0.93, 0.93], [0.16, -0.40, -0.18], [-0.21, -0.40, 0.51], [1.27, 0.23, 0.64], [-0.24, 0.48, 0.01], [0.10, 0.10, -0.17], [0.78, -0.84, -0.06], [0.36, 0.56, 0.16], [-0.40, -0.84, -0.01], [0.07, 0.24, 0.01], [0.13, -0.28, -0.05], [-0.25, 0.44, -0.17], [-0.02, -0.36, -0.04], [-0.27, -0.12, 0.22], [-0.35, 0.18, -0.08], [0.28, -0.32, -0.26], [0.29, 0.22, -0.47], [0.26, -0.11, -0.41], [0.34, -0.35, 0.25], [0.13, -0.14, -0.06], [0.16, 0.29, -0.08], [-0.35, -0.46, -0.07], [-0.04, 0.11, -0.07], [0.28, 0.14, 0.28], [-0.26, -0.21, 0.16], [0.34, 0.05, 0.46], [0.08, 0.23, -0.12], [-0.20, 0.01, 0.15], [-0.06, 0.46, -0.50], [-0.11, -0.07, -0.03], [0.01, -0.07, 0.21], [0.11, 0.06, -0.08], [0.01, -0.76, 0.38], [0.14, 0.05, -0.19], [0.42, -0.22, -0.12], [-0.37, 0.17, -0.12], [0.12, 0.08, -0.10], [0.19, -0.19, 0.10], [-0.16, 0.16, 0.02], [0.23, -0.30, -0.29], [-0.25, -0.05, 0.28], [-0.14, 0.13, -0.20], [-0.05, 0.09, 0.26], [-0.01, 0.04, -0.28], [0.09, -0.20, 0.14], [0.15, 0.24, 0.07], [-0.26, -0.01, -0.28], [-0.11, 0.26, 0.14], [0.23, 0.20, -0.04], [-0.12, -0.14, 0.21], [0.18, 0.00, -0.21], [-0.21, -0.07, -0.03], [0.08, -0.17, 0.18], [-0.04, 0.43, 0.09], [0.15, -0.10, 0.20], [0.22, -0.05, -0.06], [-0.21, -0.15, 0.05], [-0.22, -0.03, 0.00], [0.18, -0.13, -0.23], [0.02, 0.19, 0.13], [0.03, -0.03, -0.01], [0.03, 0.37, -0.35], [0.16, 0.45, -0.39], [0.25, 0.11, -0.13], [0.14, -0.55, 0.21], [0.41, -0.61, 0.23], [-1.42, 0.10, 0.46], [0.02, 0.01, -0.06], [0.32, -0.05, 0.06], [0.22, -0.27, 0.18], [-0.26, -0.01, 0.11]]}

=====

No. 2
{"formula": "C30H40Cl18FO6P", "method": "the ωB97M-V functional and the def2-TZVPD basis", "spin_multiplicity": 1, "total_charge": 0, "e_homo_ev": -9.321, "smiles": "CCOCCCCCc1cc2c(cc1F)C(=O)C(CCCP(=O)(OCC)OCC)=CC2=O.ClC(Cl)Cl.ClC(Cl)Cl.ClC(Cl)Cl.ClC(Cl)Cl.ClC(Cl)Cl.ClC(Cl)Cl", "lumo_energy_ev": -0.8, "orbital_gap_ev": 8.478, "symbols": ["C", "C", "O", "C", "C", "C", "C", "C", "C", "C", "C", "C", "C", "C", "F", "C", "O", "C", "C", "C", "C", "P", "O", "O", "C", "C", "O", "C", "C", "C", "C", "O", "H", "H", "H", "H", "H", "H", "H", "H", "H", "H", "H", "H", "H", "H", "H", "H", "H", "H", "H", "H", "H", "H", "H", "H", "H", "H", "H", "H", "H", "H", "H", "H", "H", "H", "Cl", "C", "Cl", "Cl", "H", "Cl", "C", "Cl", "Cl", "H", "Cl", "C", "Cl", "Cl", "H", "Cl", "C", "Cl", "Cl", "H", "Cl", "C", "Cl", "Cl", "H", "Cl", "C", "Cl", "Cl", "H"], "xyz": [[2.005711, 2.973052, 4.936901], [1.432174, 4.375549, 4.909647], [1.918753, 5.193334, 3.864781], [1.884392, 4.577264, 2.593579], [1.958856, 5.633283, 1.514756], [1.841582, 4.989616, 0.139479], [3.134451, 4.352039, -0.355778], [2.878568, 3.391252, -1.524380], [2.047625, 2.195266, -1.133300], [0.778030, 1.971782, -1.689333], [0.001252, 0.885813, -1.272345], [0.493149, -0.001284, -0.308142], [1.765161, 0.175758, 0.253926], [2.511519, 1.274554, -0.169242], [3.735492, 1.451545, 0.365380], [-0.384454, -1.109568, 0.113735], [0.028266, -2.205238, 0.398482], [-1.838248, -0.791820, 0.123497], [-2.656967, -1.430276, 1.200789], [-2.619294, -0.492270, 2.419551], [-3.462598, 0.774882, 2.250151], [-2.495658, 2.232609, 2.601066], [-1.092271, 2.123845, 2.160694], [-2.552401, 2.479198, 4.171907], [-3.830220, 2.774150, 4.795412], [-3.681502, 3.963333, 5.733104], [-3.298893, 3.382698, 1.851550], [-3.095559, 4.751374, 2.260207], [-2.654015, 5.586989, 1.073184], [-2.293701, 0.046139, -0.820999], [-1.357556, 0.643605, -1.797739], [-1.666542, 0.875786, -2.930630], [3.084266, 3.031439, 4.810567], [1.574737, 2.342450, 4.164214], [1.804382, 2.501281, 5.895448], [0.339150, 4.355676, 4.907154], [1.729971, 4.874024, 5.830861], [2.726411, 3.890700, 2.467772], [0.969825, 3.994255, 2.463661], [1.135784, 6.333685, 1.652436], [2.885289, 6.196200, 1.622346], [1.547693, 5.750432, -0.586205], [1.022585, 4.269556, 0.150291], [3.808510, 5.125902, -0.716969], [3.630329, 3.824013, 0.451538], [3.815980, 3.030297, -1.943808], [2.351561, 3.958545, -2.288056], [0.373817, 2.634816, -2.439308], [2.122813, -0.511746, 1.003889], [-2.128597, -2.329291, 1.494231], [-3.667888, -1.630485, 0.865158], [-1.579545, -0.187972, 2.535164], [-2.868916, -1.028821, 3.330622], [-4.335167, 0.741927, 2.902686], [-3.864737, 0.873455, 1.246506], [-4.554965, 3.016524, 4.021998], [-4.149733, 1.889038, 5.334325], [-4.156532, 3.778956, 6.689851], [-4.061502, 4.874946, 5.286379], [-2.622059, 4.116243, 5.920518], [-4.051745, 5.120307, 2.624144], [-2.371990, 4.834827, 3.066931], [-3.101593, 6.575195, 1.124231], [-2.968982, 5.126492, 0.142287], [-1.574513, 5.701569, 1.058389], [-3.343143, 0.290865, -0.877880], [-1.560991, -3.344167, -3.456061], [0.015156, -3.243168, -2.659180], [0.794144, -4.824937, -2.605355], [1.041272, -2.047274, -3.440474], [-0.148730, -2.931863, -1.639058], [-2.592459, -5.255401, 0.083223], [-3.717008, -5.609845, 1.394399], [-3.961913, -4.167044, 2.385128], [-5.250237, -6.209371, 0.768246], [-3.283945, -6.378764, 2.019073], [4.839619, -5.144577, -1.263430], [4.020740, -5.488596, 0.261973], [2.463504, -4.672020, 0.330433], [3.830542, -7.229057, 0.489480], [4.638132, -5.112717, 1.066004], [0.658515, -7.197041, -6.220598], [2.209096, -6.870457, -5.455107], [3.129266, -8.368550, -5.270302], [3.148456, -5.683717, -6.364933], [2.024718, -6.467236, -4.468761], [2.916726, -11.131585, -9.101883], [4.471585, -10.819793, -8.331464], [5.390153, -12.315165, -8.146552], [5.393792, -9.627734, -9.246109], [4.284437, -10.417170, -7.345934], [-0.649235, -1.084183, -6.752047], [-0.809704, -2.811138, -7.068132], [-1.503973, -3.094661, -8.667773], [0.737743, -3.639419, -6.904305], [-1.485997, -3.222901, -6.331759]], "forces_ev_per_angstrom": [[-0.04, 0.02, -0.11], [0.15, 0.06, 0.47], [0.09, -0.03, -0.04], [-0.02, 0.10, -0.14], [-0.25, -0.10, 0.05], [0.15, 0.44, -0.23], [-0.20, -0.27, -0.18], [-0.08, -0.12, 0.34], [-0.25, -0.34, 0.19], [0.28, -0.74, 0.56], [0.96, 0.26, 0.43], [0.66, 0.70, -0.06], [-0.40, 0.46, -0.71], [-0.79, -0.21, -0.36], [-0.08, 0.03, -0.07], [-0.09, 0.73, -0.16], [0.32, -0.77, 0.50], [-0.62, 0.33, -0.50], [0.57, 0.53, 0.10], [0.30, -0.01, -0.15], [-0.44, -0.20, 0.28], [1.25, -0.31, -0.77], [-0.16, 0.06, 0.22], [-0.56, 0.34, 0.10], [0.21, 0.29, 0.02], [0.43, -0.16, -0.10], [-0.28, 0.08, 0.72], [-0.19, 0.43, -0.47], [0.13, 0.02, 0.06], [0.10, -0.52, 0.77], [0.18, -0.25, 0.61], [-0.47, 0.55, -1.06], [0.14, -0.11, -0.03], [0.04, -0.08, -0.14], [-0.07, 0.00, 0.13], [-0.19, -0.10, -0.20], [-0.01, 0.20, 0.03], [0.05, -0.16, 0.14], [-0.21, -0.09, 0.05], [-0.05, 0.11, 0.11], [0.11, 0.09, -0.07], [-0.06, 0.07, -0.08], [-0.02, -0.20, 0.07], [0.14, 0.14, 0.13], [0.16, -0.05, 0.11], [0.16, 0.10, -0.06], [-0.05, -0.12, -0.28], [0.06, 0.13, -0.08], [0.18, -0.03, 0.03], [-0.27, -0.39, -0.14], [-0.13, -0.19, 0.02], [0.14, -0.05, 0.14], [-0.26, -0.07, 0.06], [-0.09, 0.09, 0.06], [0.09, 0.05, -0.22], [-0.19, -0.20, -0.08], [-0.01, -0.20, -0.02], [-0.21, 0.08, 0.07], [-0.15, 0.14, 0.04], [0.12, 0.00, 0.12], [-0.15, -0.12, 0.11], [0.08, -0.22, 0.13], [0.01, 0.16, 0.02], [-0.08, -0.08, -0.07], [0.14, -0.05, -0.12], [-0.16, -0.07, -0.35], [-0.03, 0.00, 0.03], [0.03, 0.03, -0.15], [-0.08, -0.06, -0.14], [0.00, -0.01, 0.04], [0.00, -0.07, 0.05], [0.03, -0.04, -0.02], [0.02, 0.12, -0.11], [-0.16, -0.22, 0.19], [0.00, -0.01, 0.01], [0.02, 0.00, 0.02], [0.01, 0.00, -0.01], [-0.07, -0.01, -0.07], [0.06, 0.08, 0.20], [0.01, -0.01, 0.01], [0.02, 0.00, 0.01], [0.01, 0.03, 0.01], [0.04, -0.04, -0.12], [0.05, -0.04, 0.08], [0.04, -0.11, 0.06], [0.00, 0.02, -0.01], [-0.01, 0.01, 0.03], [0.01, -0.02, -0.10], [0.00, 0.00, 0.03], [0.00, 0.02, 0.03], [-0.02, 0.03, 0.02], [-0.01, -0.02, 0.02], [0.05, 0.05, -0.04], [-0.02, -0.01, 0.00], [-0.13, 0.12, 0.00], [0.00, 0.00, 0.02]]}

=====

No. 3
{"formula": "C27H20BrCuIO4P", "method": "the ωB97M-V functional and the def2-TZVPD basis", "spin_multiplicity": 2, "total_charge": -1, "e_homo_ev": [-4.719, -5.553], "de_lowest_ev": 0.0000, "lumo_energy_ev": [2.3, 2.2], "orbital_gap_ev": [7.067, 7.770], "s_squared": 0.7552, "symbols": ["Cu", "O", "C", "O", "C", "C", "C", "C", "C", "C", "P", "C", "C", "C", "C", "C", "C", "C", "C", "C", "C", "C", "C", "H", "H", "H", "H", "H", "H", "H", "H", "H", "H", "H", "H", "H", "H", "I", "C", "H", "H", "Br", "C", "C", "C", "C", "C", "C", "C", "O", "O", "H", "H", "H", "H"], "xyz": [[1.041643, -2.304492, 0.730735], [2.427232, -1.612901, 4.097115], [1.599771, -1.119640, 3.331917], [0.639729, -1.699601, 2.731649], [1.699263, 0.392455, 3.092989], [2.037446, 1.188066, 4.188152], [2.051965, 2.566814, 4.095189], [1.740936, 3.183779, 2.887631], [1.440416, 2.405180, 1.786117], [1.428489, 1.009182, 1.870090], [1.036848, 0.048429, 0.365523], [2.149609, 0.697678, -0.923608], [3.265551, 1.488241, -0.660923], [4.133717, 1.843157, -1.685616], [3.897989, 1.412998, -2.981759], [2.800112, 0.604674, -3.247724], [1.938908, 0.234696, -2.227030], [-0.620995, 0.705987, -0.016303], [-1.621569, 0.347701, 0.888932], [-2.927508, 0.761614, 0.681839], [-3.251028, 1.523471, -0.433211], [-2.259154, 1.877434, -1.335774], [-0.946862, 1.471759, -1.129522], [2.281074, 0.683141, 5.113655], [2.297398, 3.166156, 4.963833], [1.734652, 4.263797, 2.806250], [1.204361, 2.882554, 0.841293], [3.468943, 1.823037, 0.347209], [4.999121, 2.455508, -1.463963], [4.575300, 1.692162, -3.779458], [2.622100, 0.241933, -4.252450], [1.111392, -0.438496, -2.423663], [-1.365386, -0.275742, 1.740291], [-3.700067, 0.469150, 1.381963], [-4.276276, 1.828086, -0.604061], [-2.505926, 2.468432, -2.209603], [-0.180935, 1.750392, -1.842216], [2.846689, -4.704814, 0.250957], [2.946444, -2.627163, 0.813233], [3.588178, -2.148875, 0.078098], [3.371327, -2.599517, 1.813344], [-7.121536, -1.453474, -2.087161], [-5.270957, -1.753708, -1.750851], [-4.345138, -1.389938, -2.712693], [-2.998732, -1.599736, -2.453883], [-2.587227, -2.156381, -1.251070], [-3.536898, -2.518719, -0.303577], [-4.887657, -2.324203, -0.548456], [-1.108828, -2.294184, -0.960263], [-0.296961, -2.019242, -1.849618], [-0.825514, -2.646801, 0.232304], [-4.671597, -0.943203, -3.641920], [-2.241601, -1.319644, -3.174106], [-3.196307, -2.937265, 0.634009], [-5.631923, -2.599951, 0.186146]], "forces_ev_per_angstrom": [[-0.02, 0.00, -0.01], [0.00, 0.00, -0.01], [0.00, -0.02, 0.01], [-0.02, 0.03, 0.03], [0.00, -0.01, 0.01], [0.00, -0.02, -0.01], [0.00, 0.01, 0.00], [0.00, 0.01, 0.01], [0.00, -0.01, -0.01], [0.00, 0.04, -0.01], [0.01, 0.01, 0.01], [0.00, 0.00, -0.02], [-0.01, 0.00, 0.00], [0.00, 0.01, 0.00], [0.00, 0.00, 0.00], [0.00, -0.01, 0.00], [0.00, 0.00, 0.01], [0.00, -0.01, -0.02], [0.00, 0.00, 0.01], [0.00, 0.00, 0.00], [0.00, -0.01, -0.01], [-0.01, 0.01, -0.01], [0.01, 0.01, 0.01], [0.00, 0.00, 0.00], [0.00, 0.00, 0.00], [0.00, 0.00, 0.00], [0.00, 0.00, 0.00], [0.00, 0.00, 0.01], [0.00, 0.00, 0.00], [0.00, 0.00, 0.00], [0.00, 0.00, 0.00], [0.00, 0.01, 0.00], [-0.01, 0.01, -0.01], [0.00, 0.00, 0.00], [0.00, 0.00, 0.00], [0.00, 0.00, 0.00], [0.00, -0.01, 0.00], [0.01, 0.00, 0.00], [0.00, -0.03, -0.02], [0.00, 0.00, 0.00], [-0.01, 0.00, 0.00], [0.00, 0.00, 0.00], [0.00, 0.00, 0.00], [-0.01, 0.01, -0.01], [0.00, 0.00, 0.01], [0.00, -0.01, 0.00], [0.01, 0.00, 0.00], [-0.01, 0.00, 0.00], [-0.01, 0.01, -0.02], [0.00, 0.00, 0.01], [0.04, -0.04, 0.02], [0.00, 0.00, 0.00], [0.00, 0.00, 0.00], [0.00, 0.00, 0.00], [0.00, 0.00, 0.00]]}

=====

no.,electronic energy (Eh)
1,-5705.7088
2,-10343.3044
3,-6195.5286